# 1
2 unconnected molecules or ions with the total composition C2H7N2S, computed with wB97M-V/def2-TZVPD.

CARTESIAN COORDINATES (ANGSTROEM)
C -0.62 0.35 -0.13
C -0.75 0.36 1.36
N -0.24 1.15 -1.11
N 1.15 -1.12 -0.18
S -1.99 -0.51 0.29
H -0.02 -0.30 1.78
H -1.06 1.23 1.97
H 0.68 1.55 -1.17
H -0.78 1.20 -1.97
H 1.21 -1.69 0.67
H 1.98 -0.81 -0.66
H 0.43 -1.42 -0.84

## Properties
* E_HOMO: -14.7 eV
* total charge: +1
* LUMO level: -0.170 Ha
* frontier orbital gap: 10.05 eV


# 2
A gas-phase ion, C2H7N2S2 (charge +1), computed with wB97M-V/def2-TZVPD.

CARTESIAN COORDINATES (ANGSTROEM)
C -0.11 0.77 1.20
C -0.11 -0.48 0.75
N 0.73 1.26 2.12
N 0.15 -1.00 -2.18
S -2.46 0.63 -0.82
S -1.22 -0.87 -0.53
H -0.91 1.44 0.76
H 0.60 -1.23 1.16
H 0.86 2.15 2.60
H 1.33 0.57 2.64
H 1.14 -0.80 -2.16
H -0.23 -0.45 -2.92
H 0.23 -2.02 -2.61

## Properties
* E_HOMO: -13.2 eV
* total charge: +1
* LUMO level: -0.204 Ha
* frontier orbital gap: 7.64 eV


# 3
2 unconnected molecules or ions with the total composition C2H7N2S3, computed with wB97M-V/def2-TZVPD.

CARTESIAN COORDINATES (ANGSTROEM)
C -2.35 -0.13 0.36
C 2.28 -0.31 -0.76
N 0.84 0.80 1.06
N 1.36 -1.23 -0.77
S -1.43 -1.47 0.37
S 2.08 1.18 0.05
S -2.31 1.19 -0.70
H -3.17 -0.15 1.04
H 3.19 -0.54 -1.45
H -0.12 0.61 0.74
H 1.72 -2.03 -1.14
H 0.38 -1.32 -0.38
H 0.81 1.46 1.77
H -3.28 1.94 -0.20

## Properties
* E_HOMO (alpha / beta): -10.6 / -13.3 eV
* total charge: +1
* LUMO level (alpha / beta): -0.158 / -0.257 Ha
* frontier orbital gap (alpha / beta): 6.27 / 6.28 eV
* <S²>: 2.006
* 2S+1: 3


# 4
A single C2H7N3 molecule, computed with wB97M-V/def2-TZVPD.

CARTESIAN COORDINATES (ANGSTROEM)
H -0.84 -0.49 2.20
N -0.40 0.02 1.43
C 0.35 -0.48 0.47
N 1.12 -1.57 0.56
N 0.26 0.24 -0.67
C -0.74 1.39 -0.81
H 0.69 -2.27 1.07
H 1.62 -1.93 -0.26
H 0.86 0.00 -1.42
H -1.56 1.15 -0.10
H -1.11 1.60 -1.78
H -0.24 2.35 -0.67

## Properties
* E_HOMO: -8.1 eV
* LUMO level: 0.034 Ha
* frontier orbital gap: 9.07 eV


What did we get for ΔE to the lowest compared entry with this formula, charge and spin? Answer: 50.19; 48.32; 6.65; 24.70 kcal per mole, in the order shown.
What did we get for F_max? Answer: 1.97; 3.91; 3.35; 5.02 eV/A, in the order shown.